(1)
C4H6O in the gas phase, computed with wB97M-V/def2-TZVPD.

## Properties
HOMO level = -0.371 Eh
gap between HOMO and LUMO = 11.1 eV
SMILES = C#CCCO

The geometry in ORCA input format:
```
! wB97M-V def2-TZVPD RIJCOSX def2/J DEFGRID3
* xyz 0 1
O -1.323 -1.037 1.011
C -1.096 -0.514 -0.277
C -0.261 0.773 -0.250
C 1.163 0.514 -0.009
C 2.331 0.270 0.153
H -0.466 -1.268 1.391
H -0.611 -1.252 -0.933
H -2.083 -0.293 -0.692
H -0.368 1.304 -1.204
H -0.661 1.424 0.535
H 3.375 0.078 0.275
*
```

Population analysis type natural (NBO), resulting atomic charges in e:
1. O -0.711
2. C -0.045
3. C -0.513
4. C -0.022
5. C -0.245
6. H 0.469
7. H 0.165
8. H 0.182
9. H 0.238
10. H 0.242
11. H 0.238

=====

(2)
A molecular structure, C4H5MgO, computed with wB97M-V/def2-TZVPD.

## Properties
HOMO level (spin up / spin down) = -0.622 / -0.671 Eh
<S²> = 0.78
gap between HOMO and LUMO (spin up / spin down) = 4.8 / 6.0 eV

The geometry in ORCA input format:
```
! wB97M-V def2-TZVPD RIJCOSX def2/J DEFGRID3
* xyz 2 2
H 1.169 -2.253 0.054
C -1.600 1.296 -0.536
C -0.718 0.613 0.261
C -0.338 -0.712 -0.011
C 1.000 -1.166 0.124
O 1.928 -0.427 0.534
Mg 3.806 -0.195 0.569
H -2.037 0.828 -1.420
H -0.281 1.112 1.129
H -1.855 2.335 -0.327
H -1.072 -1.431 -0.378
*
```

Population analysis type natural (NBO), resulting atomic charges in e:
1. H 0.195
2. C -0.099
3. C -0.253
4. C -0.145
5. C 0.340
6. O -0.949
7. Mg 1.935
8. H 0.226
9. H 0.245
10. H 0.240
11. H 0.267

=====

(3)
14 unconnected molecules or ions with the total composition C4H37N2O14, computed with wB97M-V/def2-TZVPD.

## Properties
HOMO level = -0.414 Eh
gap between HOMO and LUMO = 8.9 eV

The geometry in ORCA input format:
```
! wB97M-V def2-TZVPD RIJCOSX def2/J DEFGRID3
* xyz 1 1
N 0.233 1.033 0.486
C 0.715 1.239 -1.002
C 0.339 0.096 -1.892
N 1.332 0.199 -3.063
C 1.705 -1.085 -3.552
C 0.709 -1.991 -4.087
O -0.397 -1.401 -4.176
H 0.721 0.155 0.928
H -0.790 0.999 0.402
H 0.514 1.738 1.205
H 0.302 2.017 -1.427
H 1.801 1.569 -0.956
H -0.802 0.084 -2.075
H 0.129 -0.839 -1.393
H 0.995 0.847 -3.836
H 2.626 -0.867 -4.406
H 2.212 -1.552 -2.768
H 1.053 -2.963 -4.344
H -0.268 -2.402 2.587
H 1.255 -2.510 2.395
O 0.549 -1.949 2.723
H -2.773 1.683 -2.660
H -4.211 -0.490 -3.026
O -2.221 1.369 -1.958
H -4.212 -2.884 0.974
H -3.711 -3.529 -0.325
O -3.993 -2.686 0.104
H -3.519 1.132 0.747
H -2.371 1.475 -0.298
O -2.647 0.862 0.429
H 4.910 1.020 2.054
H 4.215 1.693 0.656
O 4.250 0.937 1.324
H 1.984 -4.369 1.244
H 2.290 -2.866 0.686
O 1.579 -3.588 0.919
H 0.590 3.004 2.902
H 2.044 3.406 3.241
O 1.511 3.166 2.604
H -2.831 0.464 -2.133
H -3.469 -1.591 -2.299
O -3.262 -0.819 -2.985
H -2.156 -0.810 0.295
H -1.130 -1.583 1.194
O -1.501 -1.526 0.327
H 3.733 -0.976 -0.062
H 4.066 -2.287 -0.796
O 3.248 -1.692 -0.583
H -0.110 3.665 0.878
H 0.185 4.937 0.093
O -0.070 4.022 0.006
H -1.375 0.153 5.213
H 0.171 -0.233 4.757
O -0.541 0.457 4.965
H -1.263 2.013 4.067
H -1.335 1.743 2.519
O -1.009 2.312 3.184
*
```

Population analysis type natural (NBO), resulting atomic charges in e:
1. N -0.747
2. C -0.189
3. C -0.329
4. N -0.627
5. C -0.306
6. C 0.385
7. O -0.539
8. H 0.467
9. H 0.449
10. H 0.450
11. H 0.221
12. H 0.219
13. H 0.258
14. H 0.245
15. H 0.383
16. H 0.210
17. H 0.227
18. H 0.147
19. H 0.466
20. H 0.502
21. O -0.984
22. H 0.481
23. H 0.480
24. O -1.008
25. H 0.473
26. H 0.482
27. O -0.952
28. H 0.507
29. H 0.521
30. O -1.021
31. H 0.502
32. H 0.500
33. O -0.998
34. H 0.479
35. H 0.509
36. O -0.983
37. H 0.499
38. H 0.472
39. O -0.992
40. H 0.501
41. H 0.510
42. O -0.906
43. H 0.497
44. H 0.458
45. O -0.974
46. H 0.503
47. H 0.487
48. O -0.969
49. H 0.464
50. H 0.489
51. O -0.950
52. H 0.480
53. H 0.522
54. O -0.992
55. H 0.521
56. H 0.476
57. O -0.975

=====

(4)
A gas-phase ion, C5H7N4 (charge +1), computed with wB97M-V/def2-TZVPD.

## Properties
HOMO level = -0.453 Eh
gap between HOMO and LUMO = 7.8 eV

The geometry in ORCA input format:
```
! wB97M-V def2-TZVPD RIJCOSX def2/J DEFGRID3
* xyz 1 1
C 2.342 1.023 0.050
C 2.230 -0.363 0.156
C 1.075 1.534 -0.156
C -3.471 0.033 -0.150
C -1.207 0.933 -0.156
N 0.960 -0.767 0.111
N -2.277 0.354 -0.100
N 0.050 0.659 -0.138
N 0.499 -1.986 0.124
H 3.298 1.605 -0.026
H 3.104 -0.976 0.396
H 0.884 2.637 -0.056
H -4.077 -0.039 -1.037
H -4.040 0.170 0.849
H -0.053 -2.302 0.885
H 0.683 -2.513 -0.751
*
```

Population analysis type natural (NBO), resulting atomic charges in e:
1. C -0.349
2. C 0.122
3. C 0.138
4. C -0.076
5. C 0.349
6. N -0.060
7. N -0.303
8. N -0.283
9. N -0.605
10. H 0.281
11. H 0.263
12. H 0.268
13. H 0.223
14. H 0.211
15. H 0.412
16. H 0.409

=====

(5)
A molecular structure, H6NaO11S2, computed with wB97M-V/def2-TZVPD.

## Properties
HOMO level = 0.096 Eh
gap between HOMO and LUMO = 2.9 eV

The geometry in ORCA input format:
```
! wB97M-V def2-TZVPD RIJCOSX def2/J DEFGRID3
* xyz -3 1
Na 3.196 5.961 4.922
S 2.849 9.288 5.395
O 2.074 10.514 5.703
O 3.391 9.373 4.007
O 3.986 9.210 6.331
O 2.031 8.058 5.517
S 3.343 4.483 7.504
O 2.895 3.939 6.187
O 2.127 4.684 8.331
O 4.274 3.521 8.132
O 4.028 5.753 7.272
O 0.961 5.678 4.001
H 0.402 5.536 4.777
H 0.432 5.409 3.245
O 3.907 4.336 3.193
H 3.482 4.801 2.460
H 4.519 3.722 2.779
O 5.688 7.408 4.761
H 6.378 7.274 4.101
H 5.259 8.268 4.548
*
```

Population analysis type natural (NBO), resulting atomic charges in e:
1. Na 0.927
2. S 2.574
3. O -1.132
4. O -1.173
5. O -1.108
6. O -1.126
7. S 2.575
8. O -1.184
9. O -1.128
10. O -1.140
11. O -1.094
12. O -0.929
13. H 0.497
14. H 0.441
15. O -0.907
16. H 0.457
17. H 0.458
18. O -0.953
19. H 0.420
20. H 0.524

=====

In the order shown, the computed energy relative to the best compared isomer or geometry (same formula, charge and spin) values come out to 125.1; 0.0; 762.8; 402.9; 114.5 kJ/mol.